(1)
C5H7NO as an isolated structure, computed with ωB97M-V/def2-TZVPD.

XYZ file:
```
14
Properties=species:S:1:pos:R:3:forces:R:3
C -0.79419 0.70418 0.40360 -0.0054 0.1643 0.2478
O 1.44379 0.38141 -0.32933 0.0336 -0.1229 0.1417
H -1.62601 -0.50119 1.86599 -0.0347 0.2251 0.0131
H -1.22080 -1.52692 -0.15335 0.1458 0.0929 0.1107
H 0.87030 2.16482 0.49530 -0.0865 -0.0992 0.0013
H 2.42456 -1.81388 -0.16769 -0.0499 -0.0353 -0.2050
C 0.45553 1.39447 -0.15562 -0.0956 0.1962 0.0188
C -0.63069 -0.14770 1.54911 -0.2162 0.1917 0.0407
N 1.42789 -1.95237 -0.33895 -0.0598 0.3024 -0.0425
C 0.83963 -0.84173 -0.37850 0.0016 -0.3392 -0.3144
H -1.02652 -0.30138 -1.41094 0.1019 -0.1905 -0.0722
H -1.71816 1.24867 0.19497 -0.0151 -0.0774 -0.0356
C -0.65551 -0.63906 -0.43970 0.1872 -0.3500 -0.0709
H 0.21018 1.83067 -1.13489 0.0932 0.0418 0.1666
```
Forces are in eV/Å.

Values from the calculation:
Relative energy (zero: lowest compared OMol25 entry of this formula, charge and spin) ... 104.9 kcal per mole
Total energy ... -324.5574 hartree
2S+1 ... 1
HOMO-LUMO gap ... 8.9 eV

=====

(2)
One molecule with the formula C5H7NO at a distorted geometry, computed with ωB97M-V/def2-TZVPD.

XYZ file:
```
14
Properties=species:S:1:pos:R:3:forces:R:3
H -0.43248 0.77507 1.08089 -0.0186 -0.0157 -0.1587
H 0.98816 0.89755 -1.32736 -0.0224 -0.0637 0.0979
C -1.18790 -1.10781 0.37516 -0.0233 -0.0695 0.0097
H 1.00690 -0.81546 -0.99630 -0.0083 0.1302 0.0652
H 2.99674 0.43352 -0.02589 -0.0989 -0.0570 0.1154
C -0.54347 0.26130 0.11800 -0.0014 0.0256 0.0371
C 0.85655 0.16506 -0.52194 0.0034 0.0285 -0.0143
H -1.36279 -1.63491 -0.56804 0.0538 0.0523 0.1261
H -2.14973 -0.99422 0.88282 0.1449 -0.0082 -0.0686
N -2.08254 1.76214 -1.39707 0.6028 -0.6898 0.6252
C 1.99497 0.38030 0.45117 -0.0773 0.0045 0.3649
C -1.41991 1.09229 -0.72549 -0.4900 0.5974 -0.4773
H -0.53484 -1.71783 1.00788 -0.0702 0.1329 -0.1096
O 1.87035 0.50300 1.64617 0.0055 -0.0676 -0.6131
```
Forces are in eV/Å.

Values from the calculation:
Relative energy (zero: lowest compared OMol25 entry of this formula, charge and spin) ... 17.8 kcal per mole
Total energy ... -324.6960 hartree
2S+1 ... 1
HOMO-LUMO gap ... 11.3 eV

=====

(3)
One molecule with the formula C5H7NO2 at a distorted geometry, computed with ωB97M-V/def2-TZVPD.

XYZ file:
```
15
Properties=species:S:1:pos:R:3:forces:R:3
H 1.14194 1.56766 1.47065 0.7492 0.6872 0.5589
H -0.52874 -1.52942 -1.33026 0.2632 0.7791 -0.1306
H -1.78288 -2.08005 -0.31441 0.3982 0.7385 0.1527
O -0.93776 2.12999 -0.53658 1.0073 -1.4687 1.0382
H 0.83128 -1.18600 0.88442 0.5550 -0.8210 -0.4206
C 0.88231 0.88107 0.70273 -0.1058 -2.2879 -0.9196
O 2.46203 -0.45868 -0.56182 -0.4917 -0.2914 0.0514
C 1.94842 0.60245 -0.35475 1.0073 1.8314 0.2733
H -1.71424 -0.19181 1.18543 -1.9377 0.2746 1.0100
C -1.33128 -1.13238 -0.71009 -0.9448 -1.0952 1.2993
N 0.29382 -0.40752 1.17640 0.6862 1.3211 1.0347
C -0.95442 -0.18325 0.47913 0.4062 -1.0360 -2.4401
C -0.45688 1.19018 0.06827 -1.6749 1.4702 -1.2775
H -2.16987 -0.72604 -1.27618 0.3874 0.3392 -0.2845
H 2.31627 1.52380 -0.88295 -0.3051 -0.4411 0.0544
```
Forces are in eV/Å.

Values from the calculation:
Relative energy (zero: lowest compared OMol25 entry of this formula, charge and spin) ... 43.6 kcal per mole
Total energy ... -399.8961 hartree
2S+1 ... 1
HOMO-LUMO gap ... 9.9 eV

=====

(4)
One molecule with the formula C5H7NO2, computed with ωB97M-V/def2-TZVPD.

XYZ file:
```
15
Properties=species:S:1:pos:R:3:forces:R:3
H -1.96817 -0.39499 -0.78462 0.0212 -0.0075 0.0207
H 0.04241 -1.08791 1.26657 -0.0225 0.0144 -0.0719
C 0.47396 -1.56730 -0.73808 -0.1216 0.0910 0.1083
N -0.25515 -0.80540 0.33452 0.2380 0.1234 -0.2424
H -2.16488 -1.70309 0.41183 0.0292 0.0453 -0.0048
H 1.36152 1.59112 1.59829 -0.0250 -0.0181 -0.0806
C 1.46464 1.48149 0.51331 0.0115 0.0333 0.0138
C 0.28065 1.80782 -0.40299 0.0701 -0.0438 0.0651
H -0.08186 2.56586 -1.06692 0.0057 -0.0244 0.0106
H 2.49760 1.60539 0.17232 -0.0843 -0.0184 -0.0076
C 0.61496 0.54935 -0.23427 -0.0799 -0.6499 -0.1650
C -1.71902 -0.72734 0.22118 0.1287 0.0005 -0.0170
O 1.18278 -0.60152 -1.23458 -0.2137 0.1726 0.3133
O 0.35069 -2.72594 -0.99003 0.0217 0.3151 0.0805
H -2.08014 0.01245 0.93347 0.0209 -0.0336 -0.0229
```
Forces are in eV/Å.

Values from the calculation:
Relative energy (zero: lowest compared OMol25 entry of this formula, charge and spin) ... 103.7 kcal per mole
Total energy ... -399.8003 hartree
2S+1 ... 1
HOMO-LUMO gap ... 8.2 eV

=====

> Number 3 is which compound?

C5H7NO2

=====

Repeat the second record exactly.
One molecule with the formula C5H7NO at a distorted geometry, computed with ωB97M-V/def2-TZVPD.

XYZ file:
```
14
Properties=species:S:1:pos:R:3:forces:R:3
H -0.43248 0.77507 1.08089 -0.0186 -0.0157 -0.1587
H 0.98816 0.89755 -1.32736 -0.0224 -0.0637 0.0979
C -1.18790 -1.10781 0.37516 -0.0233 -0.0695 0.0097
H 1.00690 -0.81546 -0.99630 -0.0083 0.1302 0.0652
H 2.99674 0.43352 -0.02589 -0.0989 -0.0570 0.1154
C -0.54347 0.26130 0.11800 -0.0014 0.0256 0.0371
C 0.85655 0.16506 -0.52194 0.0034 0.0285 -0.0143
H -1.36279 -1.63491 -0.56804 0.0538 0.0523 0.1261
H -2.14973 -0.99422 0.88282 0.1449 -0.0082 -0.0686
N -2.08254 1.76214 -1.39707 0.6028 -0.6898 0.6252
C 1.99497 0.38030 0.45117 -0.0773 0.0045 0.3649
C -1.41991 1.09229 -0.72549 -0.4900 0.5974 -0.4773
H -0.53484 -1.71783 1.00788 -0.0702 0.1329 -0.1096
O 1.87035 0.50300 1.64617 0.0055 -0.0676 -0.6131
```
Forces are in eV/Å.

Values from the calculation:
Relative energy (zero: lowest compared OMol25 entry of this formula, charge and spin) ... 17.8 kcal per mole
Total energy ... -324.6960 hartree
2S+1 ... 1
HOMO-LUMO gap ... 11.3 eV